No. 1
Computed, not measured: the molecule C19H21N3O2S, with ωB97M-V/def2-TZVPD.

Structure (XYZ):
```
46
Properties=species:S:1:pos:R:3
S 3.826 0.266 -1.171
O -0.484 1.220 2.359
O 3.076 2.653 -0.258
N 0.170 2.633 0.709
N 2.510 0.817 0.977
N -1.178 0.730 -1.092
C 3.326 -2.409 -0.429
C 1.885 -1.444 1.786
C 1.879 1.583 2.031
C 3.214 -1.052 -0.191
C -4.384 -0.339 0.392
C 2.511 -0.564 0.916
C 1.995 -2.802 1.542
C -1.146 2.867 0.166
C -2.158 -0.064 -0.530
C 2.713 -3.281 0.454
C 0.059 -0.474 -2.862
C 0.383 1.783 1.730
C 0.100 0.180 -1.480
C -1.965 -1.437 -0.332
C -2.952 -2.228 0.221
C -1.335 2.158 -1.191
C 3.083 1.459 -0.075
C -3.401 0.463 -0.152
C -4.173 -1.691 0.588
H -0.670 -1.279 -2.881
H 1.037 -0.876 -3.112
H -4.943 -2.314 1.018
H 2.785 -4.344 0.284
H 2.381 2.553 2.087
H 1.299 -1.079 2.614
H 3.872 -2.767 -1.287
H 0.832 0.991 -1.499
H -1.036 -1.912 -0.604
H 1.991 1.053 2.977
H 0.964 3.037 0.229
H -2.322 2.411 -1.589
H -5.329 0.107 0.670
H -1.306 3.942 0.046
H -0.221 0.259 -3.616
H 0.436 -0.547 -0.735
H -1.855 2.467 0.895
H -3.620 1.510 -0.279
H -2.761 -3.282 0.362
H 1.506 -3.497 2.206
H -0.593 2.537 -1.898
```

The value obtained for the orbital gap is 8.0 eV. The calculation puts the largest force on an atom at 0.7 eV/A. As for the SMILES: CCN(CCNC(=O)Cn1c(=O)sc2ccccc21)c1ccccc1. The calculation puts the LUMO energy at 0.02175 Eh.

***

No. 2
Computed, not measured: the molecule C19H21N3O3S2, with ωB97M-V/def2-TZVPD.

Structure (XYZ):
```
48
Properties=species:S:1:pos:R:3
S 1.928 2.711 -1.845
S -3.180 1.050 2.742
O 2.592 -0.171 -2.079
O 2.861 -3.519 -0.670
O -0.243 -4.166 2.186
N 0.520 -2.120 2.801
N -0.995 -0.069 2.037
N 2.207 -4.017 0.403
C -2.928 1.758 -0.356
C -1.233 0.779 -3.404
C -1.206 3.115 0.879
C 2.457 -2.258 -0.895
C -0.839 -0.547 -3.385
C 0.883 1.407 -2.446
C -0.544 -1.815 3.725
C -1.813 0.851 1.667
C -1.639 1.707 0.461
C 2.442 2.075 -0.218
C -1.388 -0.696 3.181
C -0.371 1.749 -2.925
C -2.548 -0.222 3.709
C 3.063 -1.491 -2.026
C 1.532 -1.910 0.046
C 0.419 -0.900 -2.928
C 1.415 -3.080 0.848
C 0.477 -3.213 1.999
C 1.306 0.071 -2.481
H -0.981 3.710 -0.003
H -2.207 1.055 -3.776
H 0.702 -1.941 -2.933
H -2.781 2.373 -1.240
H 2.870 2.922 0.307
H -3.061 -0.546 4.591
H -0.126 -1.535 4.699
H -3.734 2.186 0.237
H -2.001 3.601 1.439
H 4.144 -1.405 -1.867
H 1.569 1.709 0.314
H -1.142 -2.723 3.847
H 1.052 -1.320 2.492
H 2.904 -2.021 -2.976
H -0.317 3.076 1.505
H 0.986 -0.995 0.146
H -0.850 1.253 -0.149
H 3.182 1.292 -0.339
H -3.219 0.760 -0.674
H -0.657 2.789 -2.915
H -1.508 -1.319 -3.733
```

The value obtained for the orbital gap is 9.0 eV. The calculation puts the largest force on an atom at 1.5 eV/A. As for the SMILES: CSc1ccccc1OCc1cc(C(=O)NCc2csc(C(C)C)n2)no1. The calculation puts the LUMO energy at 0.01807 Eh.

***

No. 3
Computed, not measured: a cluster of 2 separate species, C19H21N3O4 in total, with ωB97M-V/def2-TZVPD.

Structure (XYZ):
```
47
Properties=species:S:1:pos:R:3
O 0.267 3.428 1.001
O 6.709 -3.013 -0.935
O 5.694 -3.786 -2.719
O -0.404 2.470 -0.881
N 5.764 -2.989 -1.756
N 0.420 2.576 0.084
N -0.608 -0.342 0.332
C 2.633 -0.175 -1.192
C 4.787 -1.121 -0.509
C -1.315 -0.323 1.601
C -0.407 -1.665 -0.186
C -2.965 2.438 1.424
C -2.831 -0.052 1.551
C -3.329 1.202 0.877
C 1.483 1.673 0.046
C -0.387 -2.560 1.073
C -1.121 -1.763 2.156
C 4.738 -2.017 -1.596
C 1.538 0.755 -0.972
C 3.739 -0.229 -0.298
C 3.647 -1.992 -2.496
C -3.450 3.618 0.855
C -4.232 1.141 -0.197
C -4.721 2.326 -0.755
C -4.345 3.567 -0.223
C 2.614 -1.100 -2.289
H -4.754 4.489 -0.637
H -2.095 -2.231 2.341
H -5.402 2.280 -1.607
H 0.763 0.775 -1.742
H 0.648 -2.714 1.388
H -4.538 0.161 -0.581
H 3.756 0.427 0.575
H -2.302 2.457 2.296
H -3.118 4.571 1.268
H -0.842 -3.533 0.872
H -3.135 -0.001 2.611
H 2.222 1.733 0.849
H -3.337 -0.924 1.112
H 1.760 -1.114 -2.975
H 3.660 -2.700 -3.320
H -1.218 -1.993 -0.872
H -0.809 0.430 2.226
H 0.531 -1.711 -0.741
H -0.575 -1.733 3.099
H 5.643 -1.152 0.161
H -0.774 0.419 -0.319
```

The value obtained for the orbital gap is 6.1 eV. The calculation puts the largest force on an atom at 4.1 eV/A. As for the SMILES: O=[N+]([O-])/C=C/c1ccc([N+](=O)[O-])cc1.c1ccc(C[C@H]2CCCN2)cc1. The calculation puts the LUMO energy at -0.07941 Eh.

***

No. 4
Computed, not measured: a structure of composition C19H21N4O3PtS2, with ωB97M-V/def2-TZVPD.

Structure (XYZ):
```
50
Properties=species:S:1:pos:R:3
Pt 0.847 -0.219 -0.872
S 2.753 -1.651 -1.361
S 2.349 1.679 -1.383
O -0.272 -1.512 0.956
O -0.588 1.262 0.932
O 1.802 0.063 1.556
N -2.150 -1.875 2.150
N 5.456 -1.722 -3.745
N 5.049 2.378 -3.667
N 2.325 1.568 3.143
C -1.544 0.458 1.581
C -1.616 -0.293 -3.078
C -1.981 -3.303 1.975
C -3.455 -1.493 2.622
C -3.763 -0.807 -4.136
C -3.281 -0.400 -5.379
C 2.083 2.779 3.884
C -0.812 -0.302 -1.982
C -2.975 -0.748 -3.019
C 0.333 1.951 1.738
C 4.370 1.654 -3.074
C -1.248 -1.048 1.521
C -1.162 0.143 -4.368
C 3.538 0.826 -2.330
C 3.426 0.742 3.588
C 3.687 -0.553 -2.333
C 1.542 1.096 2.133
C -1.973 0.078 -5.468
C 4.660 -1.172 -3.114
H 0.697 2.774 1.109
H -2.480 0.630 1.033
H -1.670 0.779 2.628
H 4.330 1.342 3.697
H -3.664 -2.009 3.564
H 1.382 2.615 4.712
H -4.778 -1.181 -4.059
H -0.150 0.510 -4.445
H -4.231 -1.776 1.901
H -0.966 -3.485 1.631
H -2.682 -3.692 1.230
H 3.594 -0.031 2.841
H -3.910 -0.454 -6.260
H -3.358 -1.072 -2.060
H -2.145 -3.819 2.925
H 3.027 3.126 4.305
H -0.173 2.360 2.625
H -1.591 0.398 -6.429
H 1.694 3.565 3.239
H 3.194 0.265 4.547
H -3.521 -0.425 2.798
```

Its total charge is -1. The value obtained for the orbital gap (spin up / spin down) is 5.3 / 5.3 eV. The calculation puts the largest force on an atom at 6.2 eV/A. The calculation puts the LUMO energy (spin up / spin down) at 0.07745 / 0.07743 Eh.

***

No. 5
Computed, not measured: the molecule C19H21NO4, with ωB97M-V/def2-TZVPD.

Structure (XYZ):
```
45
Properties=species:S:1:pos:R:3
O -0.441 2.476 -0.586
O 1.652 -0.728 2.342
O -4.357 -0.200 -0.111
O 4.127 -1.158 -0.725
N 0.857 1.099 1.249
C 0.519 -3.223 -0.009
C 1.698 -2.509 -0.082
C -3.083 0.047 0.310
C -0.465 0.724 0.988
C 3.558 1.596 0.280
C 0.669 -0.963 -1.608
C 1.845 0.324 1.772
C -0.584 -2.815 -0.741
C -1.087 3.266 -1.554
C 3.244 0.899 1.612
C 3.059 -0.605 -0.854
C -2.450 1.121 -0.324
C -1.105 -0.328 1.615
C 1.780 -1.358 -0.865
C -5.055 -1.272 0.473
C 2.956 0.909 -0.960
C -2.405 -0.674 1.279
C -0.502 -1.695 -1.551
C -1.154 1.458 0.002
H -6.032 -1.286 -0.009
H 3.926 0.059 1.755
H -1.389 2.670 -2.421
H -0.570 -0.894 2.358
H 2.565 -2.811 0.485
H -0.355 4.010 -1.865
H 0.723 -0.104 -2.260
H -1.964 3.772 -1.138
H -1.357 -1.385 -2.133
H -3.011 1.654 -1.073
H 1.920 1.211 -1.095
H 1.119 1.968 0.807
H -5.186 -1.127 1.550
H -2.866 -1.505 1.786
H 0.459 -4.099 0.618
H -1.507 -3.374 -0.687
H -4.549 -2.226 0.295
H 3.417 1.599 2.434
H 3.214 2.634 0.298
H 3.526 1.224 -1.837
H 4.644 1.616 0.179
```

The value obtained for the orbital gap is 8.3 eV. The calculation puts the largest force on an atom at 0.6 eV/A. As for the SMILES: COc1ccc(NC(=O)CCCC(=O)c2ccccc2)c(OC)c1. The calculation puts the LUMO energy at 0.01616 Eh.

***

No. 6
Computed, not measured: a structure of composition C19H21NO4, with ωB97M-V/def2-TZVPD.

Structure (XYZ):
```
45
Properties=species:S:1:pos:R:3
O -3.855 1.586 0.631
O -4.330 0.627 2.732
O 1.978 0.078 -0.099
O -2.779 0.127 -1.261
N -0.483 -0.195 -0.564
C 1.771 3.236 -1.508
C -1.887 -0.966 2.154
C -2.992 -1.633 0.967
C 1.431 0.972 -0.685
C -0.274 2.025 -1.549
C 0.177 0.908 -1.132
C 5.239 -1.415 0.830
C -4.067 0.359 1.749
C -1.808 -0.413 -0.755
C 0.364 3.068 -1.910
C 4.063 -0.928 0.971
C 2.241 1.853 -1.130
C 3.946 -0.417 -1.371
C 5.912 -1.522 -0.422
C -3.287 -3.080 1.745
C -2.292 -1.677 -0.241
C 5.269 -0.901 -1.656
C 3.301 -0.620 -0.125
C -4.279 -0.857 1.052
H -4.470 -0.744 0.108
H -0.185 4.115 -2.409
H -2.420 -3.724 1.683
H -1.276 -2.580 -0.179
H -5.021 -1.453 1.532
H -2.922 -2.173 -0.957
H -4.112 -3.697 1.050
H -1.010 -1.756 2.193
H 3.500 -0.954 2.088
H -3.840 -3.078 2.684
H 6.922 -1.917 -0.394
H 3.329 2.130 -0.692
H -3.541 1.093 0.001
H -1.284 2.047 -1.758
H -2.407 -1.053 3.044
H 3.455 0.119 -2.357
H 0.155 -0.834 -0.234
H 5.788 -0.741 -2.523
H -1.532 0.122 1.904
H 2.409 4.002 -1.779
H 5.709 -2.003 1.502
```

The value obtained for the orbital gap is 8.6 eV. The calculation puts the largest force on an atom at 17.9 eV/A. The calculation puts the LUMO energy at 0.00938 Eh.

***

No. 7
Computed, not measured: the molecule C19H21NO4, with ωB97M-V/def2-TZVPD.

Structure (XYZ):
```
45
Properties=species:S:1:pos:R:3
O 0.879 1.197 -2.056
O -2.312 -2.581 -0.767
O -4.590 3.255 -0.119
O -0.190 -0.560 -1.147
N 5.484 0.962 0.058
C 6.565 0.746 0.988
C -2.679 -3.818 -0.205
C -4.972 2.239 0.419
C 1.921 -1.227 0.432
C 3.179 0.581 -0.562
C 2.007 -0.153 -0.450
C -2.560 -0.263 -0.998
C -2.998 -1.470 -0.420
C 4.203 -0.818 1.086
C 3.031 -1.542 1.193
C -6.143 2.248 1.375
C -3.216 0.908 -0.695
C 4.312 0.264 0.197
C -1.364 -0.281 -1.909
C 5.515 2.151 -0.760
C -4.319 0.934 0.165
C -4.090 -1.450 0.445
C -4.741 -0.265 0.731
C 0.864 0.252 -1.301
H -5.584 -0.293 1.403
H -1.980 -4.545 -0.616
H 6.525 2.554 -0.774
H 7.390 1.411 0.745
H 6.932 -0.281 0.917
H -1.239 0.682 -2.414
H 6.262 0.938 2.023
H -6.512 3.265 1.475
H 1.006 -1.790 0.513
H 5.236 1.911 -1.788
H -5.834 1.880 2.351
H 5.039 -1.104 1.703
H -6.940 1.613 0.996
H -2.588 -3.807 0.885
H -4.444 -2.362 0.900
H 2.988 -2.368 1.888
H 4.837 2.927 -0.387
H 3.174 1.403 -1.258
H -3.699 -4.100 -0.484
H -2.888 1.843 -1.126
H -1.465 -1.082 -2.651
```

The value obtained for the orbital gap is 8.2 eV. The calculation puts the largest force on an atom at 0.5 eV/A. As for the SMILES: COc1ccc(C(C)=O)cc1COC(=O)c1cccc(N(C)C)c1. The calculation puts the LUMO energy at 0.01992 Eh.

***

No. 8
Computed, not measured: a structure of composition C19H21O2Sn, with ωB97M-V/def2-TZVPD.

Structure (XYZ):
```
43
Properties=species:S:1:pos:R:3
Sn 0.547 0.003 0.713
O 0.252 0.307 3.657
O -1.026 0.260 -0.647
C 0.196 2.375 0.979
C 0.748 -1.988 2.956
C 0.265 1.706 3.298
C -1.212 -0.761 -1.636
C 1.063 1.928 2.005
C -0.072 1.126 -3.788
C -0.038 -0.004 5.050
C -1.150 2.272 1.471
C -1.134 1.962 2.803
C 0.630 1.057 -6.107
C 0.135 1.769 -5.002
C -1.045 -2.253 1.539
C 0.781 -0.954 -4.775
C 0.231 -0.274 -3.643
C -0.025 -0.992 -2.475
C 0.153 -2.378 0.743
C 0.942 -0.308 -5.991
C 1.276 -2.209 1.646
C -0.657 -1.992 2.869
H -0.384 -1.027 5.168
H -2.013 1.632 3.337
H -0.794 0.624 5.497
H -1.419 -1.905 3.688
H -2.030 -0.374 -2.259
H 0.776 1.561 -7.061
H 0.889 0.175 5.562
H 0.986 -2.022 -4.656
H 1.309 -0.872 -6.854
H -0.452 1.651 -2.904
H 0.213 -2.802 -0.238
H 0.673 2.438 4.117
H 0.463 2.815 0.044
H -0.088 2.836 -5.103
H -2.086 -2.313 1.214
H 2.335 -2.156 1.392
H -1.477 -1.735 -1.191
H 2.119 2.105 2.027
H -2.033 2.353 0.864
H 1.422 -1.930 3.842
H 0.733 -1.707 -2.151
```

Its total charge is +1. The value obtained for the orbital gap (spin up / spin down) is 4.5 / 6.0 eV. The calculation puts the largest force on an atom at 3.3 eV/A. The calculation puts the LUMO energy (spin up / spin down) at -0.20169 / -0.18265 Eh.

***

No. 9
Computed, not measured: a structure of composition C19H22Br33NO2P, with ωB97M-V/def2-TZVPD.

Structure (XYZ):
```
78
Properties=species:S:1:pos:R:3
Br -8.396 -1.166 0.989
Br -3.582 0.756 -8.288
Br -2.328 -3.143 3.203
Br -1.892 3.329 -9.076
Br 1.530 1.861 -4.176
Br -7.116 1.161 2.773
Br -2.373 -2.209 0.152
Br 2.383 -1.921 -2.135
Br 1.561 -3.054 4.362
Br -10.748 3.762 5.201
Br -12.017 1.439 3.425
Br -4.994 -2.086 1.926
Br -6.280 0.566 6.508
Br -2.227 -2.428 -7.311
Br 1.026 2.643 -7.221
Br 0.258 -4.380 -7.729
Br 9.089 4.158 2.861
Br -0.501 -0.573 -2.350
Br -11.580 4.341 2.180
Br -1.331 2.911 -5.090
Br -0.759 1.435 4.234
Br -2.524 1.109 -11.273
Br -3.585 1.948 7.506
Br -0.816 -2.608 -10.155
Br -3.638 -1.177 6.877
Br 7.061 3.054 0.668
Br 9.446 1.210 1.710
Br -7.957 1.733 -0.253
Br -0.695 1.655 1.049
Br 2.257 -5.049 6.745
Br -3.454 1.091 2.563
Br 0.322 -2.882 -4.384
Br -0.329 -3.193 6.914
P 3.147 -0.034 2.823
O 2.879 -1.201 1.765
O 0.664 -1.196 1.886
N 1.535 -1.927 1.897
C -3.368 -3.032 1.585
C 4.129 0.787 -0.110
C 3.689 0.829 -1.415
C -0.575 -2.723 -8.252
C -10.931 3.030 3.430
C 5.196 -0.007 0.281
C 5.727 -0.076 1.688
C -2.190 1.463 -9.413
C -7.309 0.426 0.999
C 0.243 1.940 -5.611
C 5.831 -0.749 -0.701
C 1.474 -3.364 6.278
C 4.322 0.061 -2.377
C 8.870 3.010 1.337
C 4.841 0.588 2.745
C -4.357 0.554 6.429
C 5.410 -0.717 -2.021
C 0.524 -2.189 -2.604
C -1.547 0.845 2.576
H 3.595 1.393 0.618
H -1.372 -0.220 2.506
H 2.283 1.018 2.489
H 4.845 1.674 2.660
H 2.844 1.443 -1.684
H 6.675 -1.367 -0.418
H 5.952 -1.306 -2.746
H 6.665 0.482 1.685
H 3.976 0.073 -3.398
H 2.059 -2.591 6.754
H 5.978 -1.098 1.964
H -1.276 0.946 -9.151
H -4.079 0.755 5.403
H 0.100 -1.928 -7.969
H 0.126 -2.931 -1.926
H -6.319 0.137 0.673
H 9.507 3.392 0.552
H -0.064 0.924 -5.818
H -3.607 -4.038 1.271
H -9.942 2.741 3.102
H 5.277 0.363 3.721
H 2.765 -0.471 4.092
```

Its total charge is +1. The value obtained for the orbital gap is 6.5 eV. The calculation puts the largest force on an atom at 1.8 eV/A. The calculation puts the LUMO energy at -0.17681 Eh.

***

No. 10
Computed, not measured: a cluster of 2 separate species, C19H22BrNO7P in total, with ωB97M-V/def2-TZVPD.

Structure (XYZ):
```
51
Properties=species:S:1:pos:R:3
Br 0.802 -2.232 1.090
P -2.915 1.912 -0.301
O 0.961 4.420 1.641
O -3.592 2.444 -1.780
O -0.775 6.526 6.187
O -4.353 -4.383 -1.791
O -4.175 -3.199 -3.737
O 3.385 -4.302 -2.591
O 3.169 -2.360 -1.243
N -1.305 -0.444 0.162
C 5.104 -1.029 -0.429
C 4.614 -2.258 -1.378
C -1.615 -2.885 -0.789
C -3.855 -3.385 -2.376
C -1.230 2.782 -0.199
C -1.041 6.341 3.859
C -1.116 -4.387 -0.951
C -0.852 -1.811 0.063
C -2.499 0.070 -0.499
C 2.657 -3.435 -2.054
C 1.053 -3.462 -2.309
C -3.365 -0.927 -1.343
C 0.426 -4.579 -1.348
C 1.226 4.607 3.973
C -0.377 6.044 5.146
C 0.791 5.137 5.116
C -0.606 5.811 2.715
C -2.941 -2.410 -1.500
C 0.561 4.904 2.686
H 6.059 -0.526 -0.828
H 0.704 -2.394 -2.122
H -1.254 -4.890 0.084
H -3.729 -2.392 -4.097
H 5.335 -1.368 0.636
H -0.560 2.353 -1.027
H 0.930 -3.773 -3.404
H 0.497 -5.585 -1.911
H 4.317 -0.201 -0.354
H 1.266 4.930 6.067
H -1.830 -4.970 -1.650
H -1.894 7.008 3.898
H 5.176 -3.182 -0.984
H -0.748 0.229 0.719
H -4.331 -0.582 -1.867
H -0.731 2.531 0.810
H 1.037 -4.727 -0.384
H 2.078 3.940 3.933
H -1.307 3.925 -0.332
H -1.082 6.018 1.764
H 4.962 -1.973 -2.438
H -3.030 2.121 -2.533
```

Its total charge is +1. The value obtained for the orbital gap is 7.1 eV. The calculation puts the largest force on an atom at 5.3 eV/A. The calculation puts the LUMO energy at -0.19314 Eh.